No. 1
The following is a quantum chemistry calculation of 6 unconnected molecules or ions with the total composition C29H54INO8P2S, from the OMol25 dataset.

Total charge: 0
Spin multiplicity: 1
LUMO, eV: 0.0
HOMO energy, eV: -8.02

CARTESIAN COORDINATES (ANGSTROEM)
C  -0.252  -2.294  5.461
O  -1.024  -1.131  5.078
C  -1.244  -1.108  3.630
C  -0.267  0.020  3.017
O  0.592  0.484  4.108
C  0.725  1.925  4.108
P  2.307  2.533  3.206
S  1.853  3.711  1.690
C  0.754  -0.551  1.894
C  1.229  -2.009  1.832
C  2.243  -2.600  0.805
C  2.752  -1.493  -0.195
C  2.142  -0.094  -0.003
N  1.218  0.394  0.946
P  -3.124  -0.704  3.463
O  -3.521  -1.097  1.815
I  -3.556  1.676  3.887
H  0.584  -2.559  4.733
H  -0.958  -3.187  5.552
H  0.246  -2.127  6.483
H  -1.118  -2.152  3.189
H  -0.876  0.856  2.537
H  -0.195  2.497  3.756
H  0.882  2.231  5.215
H  3.096  3.321  4.104
H  3.132  1.426  2.773
H  0.804  -2.732  2.616
H  2.605  -3.676  0.796
H  3.521  -1.729  -1.006
H  2.523  0.696  -0.753
H  -2.848  -1.782  1.582
C  -0.821  -2.928  -3.240
C  -0.850  -2.302  -4.617
C  0.305  -1.322  -4.541
O  1.268  -1.885  -3.639
C  0.666  -2.991  -2.954
H  -1.307  -3.905  -3.191
H  -1.313  -2.265  -2.521
H  -0.644  -3.064  -5.376
H  -1.799  -1.823  -4.863
H  -0.016  -0.359  -4.131
H  0.772  -1.148  -5.514
H  1.108  -3.912  -3.352
H  0.891  -2.930  -1.887
C  4.124  4.188  -3.156
C  4.840  4.325  -1.830
C  3.903  3.595  -0.888
O  3.259  2.569  -1.659
C  3.526  2.799  -3.049
H  4.777  4.304  -4.023
H  3.325  4.934  -3.226
H  5.805  3.808  -1.874
H  5.021  5.360  -1.533
H  3.128  4.261  -0.503
H  4.427  3.144  -0.042
H  4.235  2.035  -3.385
H  2.602  2.693  -3.624
C  -1.208  4.572  -1.808
C  -0.215  3.566  -1.272
C  -0.521  2.342  -2.112
O  -0.985  2.818  -3.385
C  -1.243  4.225  -3.284
H  -0.926  5.611  -1.622
H  -2.190  4.399  -1.361
H  0.806  3.909  -1.470
H  -0.311  3.381  -0.201
H  -1.322  1.743  -1.666
H  0.354  1.703  -2.256
H  -0.454  4.751  -3.835
H  -2.205  4.456  -3.748
C  1.380  -8.410  2.374
C  0.951  -7.883  1.023
C  1.077  -6.385  1.214
O  2.136  -6.174  2.161
C  2.473  -7.433  2.761
H  1.724  -9.446  2.353
H  0.548  -8.340  3.082
H  1.651  -8.222  0.253
H  -0.054  -8.192  0.730
H  0.161  -5.959  1.637
H  1.307  -5.862  0.283
H  3.444  -7.745  2.361
H  2.564  -7.312  3.842
C  -6.562  3.965  -0.586
C  -6.369  2.645  0.127
C  -4.940  2.295  -0.241
O  -4.240  3.534  -0.410
C  -5.195  4.603  -0.443
H  -7.364  4.577  -0.169
H  -6.783  3.787  -1.644
H  -6.451  2.792  1.209
H  -7.085  1.876  -0.168
H  -4.896  1.752  -1.191
H  -4.445  1.695  0.526
H  -5.112  5.156  0.500
H  -4.959  5.282  -1.266

Atomic partial charges in e from the Löwdin method, atoms 1 to 2: -0.098 -0.266

No. 2
The following is a quantum chemistry calculation of 6 unconnected molecules or ions with the total composition C29H54NO13PS5, from the OMol25 dataset.

Total charge: 0
Spin multiplicity: 1
LUMO, eV: 0.2
HOMO energy, eV: -8.58

CARTESIAN COORDINATES (ANGSTROEM)
C  2.929  -1.475  2.916
C  3.355  -0.490  1.796
O  2.319  0.507  1.610
P  1.430  0.341  0.262
O  0.776  1.641  0.037
C  0.202  -0.996  0.503
C  0.002  -1.919  -0.733
C  -1.361  -1.697  -1.464
C  -1.843  -0.262  -1.354
C  -1.196  0.758  -2.033
C  -1.597  2.065  -1.907
C  -2.663  2.400  -1.095
C  -3.108  3.845  -0.882
C  -1.932  4.784  -1.150
O  -1.733  5.165  -2.276
O  -1.027  5.179  -0.177
C  -1.444  5.020  1.137
C  -0.456  4.260  2.021
O  -2.463  5.467  1.583
C  -3.326  1.388  -0.452
C  -2.926  0.059  -0.580
C  -3.862  -0.807  0.247
O  -3.772  -1.961  0.586
N  -4.919  0.071  0.497
C  -4.519  1.417  0.481
O  -5.059  2.318  1.073
O  2.331  0.003  -1.033
C  3.463  0.897  -1.196
C  3.097  2.165  -2.003
H  3.678  -1.487  3.711
H  1.975  -1.154  3.343
H  2.769  -2.468  2.482
H  4.228  0.057  2.178
H  3.684  -0.978  0.874
H  -0.721  -0.594  0.922
H  0.637  -1.629  1.292
H  -0.007  -2.949  -0.356
H  0.809  -1.875  -1.468
H  -1.250  -1.937  -2.526
H  -2.108  -2.345  -1.006
H  -0.339  0.484  -2.642
H  -1.029  2.804  -2.460
H  -3.853  4.083  -1.649
H  -3.606  3.979  0.078
H  0.542  4.365  1.583
H  -0.416  4.780  2.982
H  -0.747  3.218  2.153
H  -5.606  -0.205  1.190
H  4.182  0.356  -1.820
H  3.978  1.145  -0.263
H  2.925  2.984  -1.301
H  3.993  2.406  -2.588
H  2.256  1.982  -2.671
C  3.863  2.343  4.503
S  5.396  1.505  4.925
O  5.033  0.224  5.592
C  5.900  2.658  6.210
H  3.357  1.763  3.732
H  3.225  2.411  5.385
H  4.082  3.341  4.120
H  5.133  2.706  6.983
H  6.058  3.643  5.770
H  6.832  2.299  6.642
C  1.636  7.809  2.405
S  2.544  7.307  3.875
O  2.704  5.831  3.810
C  1.216  7.649  5.040
H  2.272  7.638  1.538
H  0.726  7.216  2.312
H  1.392  8.869  2.474
H  0.334  7.067  4.775
H  0.986  8.715  5.024
H  1.556  7.366  6.034
C  7.922  -1.258  -2.501
S  7.002  -0.340  -3.744
O  5.955  0.440  -3.030
C  6.193  -1.771  -4.476
H  8.476  -0.546  -1.894
H  7.232  -1.818  -1.869
H  8.619  -1.936  -2.993
H  5.615  -2.297  -3.715
H  6.946  -2.432  -4.905
H  5.528  -1.419  -5.261
C  -6.127  -4.917  -3.281
S  -5.624  -3.613  -2.152
O  -4.536  -2.843  -2.817
C  -4.855  -4.705  -0.952
H  -6.605  -4.458  -4.146
H  -5.254  -5.484  -3.606
H  -6.836  -5.575  -2.779
H  -4.066  -5.283  -1.432
H  -5.609  -5.373  -0.533
H  -4.431  -4.091  -0.160
C  -7.323  -8.484  -4.088
S  -7.015  -9.058  -2.410
O  -6.036  -8.120  -1.796
C  -6.115  -10.540  -2.887
H  -7.849  -7.533  -4.032
H  -6.376  -8.347  -4.612
H  -7.943  -9.212  -4.612
H  -5.247  -10.268  -3.488
H  -6.775  -11.199  -3.450
H  -5.786  -11.044  -1.980

Atomic partial charges in e from the Löwdin method, atoms 1 to 2: -0.063 -0.267